Record 1
ORCA calculation (ωB97M-V/def2-TZVPD) on a 12-piece molecular cluster, C99H216Cl3N9 overall in a non-equilibrium geometry.

```
327
Properties=species:S:1:pos:R:3:lowdin_charge:R:1
C 3.5594 4.4247 -0.1666 -0.069
C 2.1272 4.9043 -0.4641 -0.251
C 1.9225 6.4244 -0.2119 -0.165
C 0.4590 6.7821 -0.4944 -0.135
N -0.0957 7.9702 0.2905 -0.187
C 0.5360 9.2550 -0.3088 -0.064
C 0.6231 10.1774 0.9058 -0.155
C 1.0632 9.2571 1.9762 -0.141
C 0.2150 8.0105 1.7823 -0.123
C -1.6079 8.1191 0.0285 -0.074
C -2.0490 7.9263 -1.4853 -0.217
C -3.5281 8.3033 -1.8216 -0.071
H 4.1441 5.3381 0.0317 0.083
H 4.0034 3.8893 -0.9430 0.045
H 3.6005 3.7280 0.7107 0.078
H 1.3282 4.4231 0.0975 0.041
H 1.8399 4.7252 -1.5031 0.092
H 2.5816 6.9811 -0.8314 0.099
H 2.1471 6.6633 0.8482 0.118
H -0.1045 5.9474 -0.2251 0.052
H 0.3879 7.0918 -1.4901 0.085
H -0.0386 9.6779 -1.1799 0.143
H 1.5106 8.8468 -0.6342 0.127
H -0.3258 10.5424 1.1207 0.098
H 1.2268 11.0290 0.7203 0.126
H 0.9002 9.7012 2.9624 0.137
H 2.1044 8.9747 1.7780 0.129
H -0.7433 8.0119 2.2533 0.111
H 0.7169 7.0678 2.0215 0.056
H -1.8185 9.1360 0.3943 0.138
H -2.0201 7.3429 0.6355 0.096
H -1.9209 6.8677 -1.7604 0.084
H -1.3768 8.5489 -2.1561 0.104
H -3.7777 9.3320 -1.9200 0.065
H -4.2669 7.7528 -1.1950 0.074
H -3.6594 7.7794 -2.7874 0.082
C 0.2486 1.6565 6.6421 -0.068
C 0.4420 1.6128 5.0817 -0.225
C 1.5498 0.6119 4.6768 -0.196
C 2.9682 1.1394 5.0689 -0.090
N 4.0719 0.2075 4.6618 -0.208
C 4.4004 0.1799 3.2196 -0.136
C 5.1447 -1.0952 2.8605 -0.093
C 4.8380 -2.0310 4.1082 -0.138
C 3.8571 -1.3001 4.9236 -0.119
C 5.3494 0.6024 5.4377 -0.101
C 6.1133 1.8448 5.0239 -0.229
C 7.5687 1.8230 5.5499 -0.081
H -0.3317 0.8035 6.9815 0.049
H -0.2655 2.5312 7.0457 0.065
H 1.2213 1.6247 7.1532 0.069
H 0.6194 2.5801 4.6294 0.088
H -0.4682 1.3557 4.5454 0.082
H 1.4854 0.2292 3.6399 0.024
H 1.3502 -0.2691 5.3251 0.101
H 3.0562 1.1943 6.1597 0.116
H 3.1945 2.2104 4.7783 0.165
H 4.8222 1.1396 2.9014 0.122
H 3.3988 0.1363 2.6695 0.123
H 6.2110 -0.8963 2.8843 0.108
H 4.9379 -1.5462 1.8878 0.113
H 5.8342 -2.2637 4.4875 0.117
H 4.3390 -2.9865 3.9746 0.115
H 3.7647 -1.4984 5.9926 0.155
H 2.8856 -1.4418 4.5131 0.043
H 5.9785 -0.2721 5.3417 0.121
H 4.9890 0.7712 6.4576 0.141
H 5.6497 2.7164 5.4053 0.098
H 6.1834 1.9661 3.9421 0.099
H 8.2091 0.9895 5.1638 0.091
H 7.5555 1.8024 6.6419 0.080
H 8.1105 2.7552 5.1977 0.103
C -0.3782 -10.0008 -1.1737 -0.116
C -0.4686 -11.0610 -0.1042 -0.272
C -0.2821 -12.4320 -0.7170 -0.177
C -0.9984 -13.5931 0.0378 -0.082
N -0.4760 -14.9786 -0.2314 -0.259
C -1.3436 -16.0228 0.5239 -0.050
C -0.7849 -15.9089 1.9449 -0.118
C 0.6209 -15.3056 1.8503 -0.128
C 0.8594 -15.1492 0.3704 -0.108
C -0.5742 -15.2285 -1.7109 -0.125
C -2.0151 -15.2279 -2.2495 -0.238
C -2.1210 -15.7190 -3.6828 -0.076
H -1.1551 -10.1471 -1.8915 0.068
H 0.6012 -10.0531 -1.7424 0.100
H -0.4584 -9.0086 -0.7031 0.071
H -1.4537 -10.9310 0.2395 0.096
H 0.2974 -10.9729 0.6860 0.126
H 0.7779 -12.6228 -0.6638 0.105
H -0.5703 -12.3246 -1.7911 0.126
H -2.0497 -13.7530 -0.2283 0.130
H -0.8384 -13.5045 1.1422 0.144
H -1.1130 -16.9094 -0.0597 0.142
H -2.3746 -15.8041 0.4685 0.116
H -0.8704 -16.8756 2.4379 0.132
H -1.4500 -15.2773 2.5009 0.111
H 1.3616 -15.9439 2.3054 0.127
H 0.7148 -14.4049 2.3933 0.102
H 1.3115 -16.0657 -0.0468 0.158
H 1.5334 -14.3975 0.0818 0.115
H -0.1947 -16.3026 -1.8446 0.163
H 0.0603 -14.4755 -2.1386 0.122
H -2.2907 -14.1503 -2.1490 0.113
H -2.6208 -15.7793 -1.5278 0.105
H -1.6121 -16.7404 -3.7891 0.112
H -1.6136 -15.0879 -4.4129 0.080
H -3.1955 -15.7974 -3.8747 0.087
C 3.0516 -3.6307 -0.8854 -0.105
C 3.1390 -5.0483 -1.4620 -0.230
C 3.9932 -5.1001 -2.7602 -0.168
C 5.4664 -5.0108 -2.3777 -0.151
N 6.3885 -4.8851 -3.4982 -0.253
C 6.7013 -6.2153 -4.1488 -0.055
C 8.0411 -5.9248 -4.9165 -0.112
C 8.6873 -4.7302 -4.1994 -0.139
C 7.7477 -4.5325 -3.0309 -0.110
C 5.8988 -3.8316 -4.5147 -0.096
C 5.5022 -2.4815 -3.9581 -0.231
C 4.7291 -1.6783 -5.0159 -0.073
H 2.3192 -3.6185 -0.0624 0.047
H 2.6354 -2.8968 -1.6360 0.097
H 4.0289 -3.4079 -0.5389 0.041
H 2.1805 -5.2613 -1.8755 0.095
H 3.4743 -5.7370 -0.6762 0.122
H 3.6550 -4.3176 -3.4498 0.105
H 3.7401 -6.0360 -3.2553 0.120
H 5.7408 -5.8249 -1.7582 0.133
H 5.6206 -4.1164 -1.7809 0.119
H 5.9347 -6.5339 -4.8394 0.134
H 6.8483 -6.9052 -3.3099 0.142
H 7.9455 -5.7507 -6.0016 0.129
H 8.7308 -6.7820 -4.7896 0.132
H 8.8206 -3.9655 -4.9187 0.106
H 9.6527 -4.9049 -3.8182 0.114
H 7.7014 -3.5394 -2.5300 0.152
H 7.9724 -5.3087 -2.2681 0.157
H 5.0254 -4.2902 -4.9760 0.133
H 6.7707 -3.7201 -5.1664 0.132
H 6.4445 -1.9264 -3.6975 0.132
H 4.9976 -2.5504 -3.0009 0.090
H 5.1875 -1.7380 -6.0162 0.095
H 4.7055 -0.6435 -4.7034 0.075
H 3.6782 -1.9943 -5.0251 0.077
C -1.9504 -6.4953 2.2484 -0.091
C -3.2839 -6.0401 2.8741 -0.225
C -3.0862 -5.3256 4.2298 -0.167
C -2.3160 -4.0320 4.0908 -0.140
N -1.7573 -3.5869 5.3880 -0.229
C -2.7474 -3.3487 6.5388 -0.060
C -3.4697 -2.0670 6.1564 -0.145
C -2.3824 -1.2275 5.4748 -0.122
C -1.2173 -2.2201 5.1939 -0.134
C -0.6420 -4.4771 5.8391 -0.156
C 0.4360 -4.7011 4.8481 -0.267
C 1.6031 -5.5916 5.2807 -0.071
H -1.4450 -7.1737 3.0120 0.104
H -1.3489 -5.6484 2.1156 0.028
H -2.0025 -7.0129 1.3108 0.061
H -4.0288 -6.8606 3.0414 0.128
H -3.7222 -5.3067 2.1742 0.106
H -2.5052 -6.0326 4.8956 0.138
H -4.0433 -5.0833 4.6534 0.110
H -2.8880 -3.1438 3.7060 0.153
H -1.4905 -4.0071 3.3565 0.108
H -2.0928 -3.1882 7.4628 0.167
H -3.3450 -4.2819 6.6960 0.148
H -3.9026 -1.5043 6.9522 0.113
H -4.3488 -2.2956 5.5578 0.119
H -2.0479 -0.3028 6.0367 0.117
H -2.8410 -0.8006 4.5795 0.102
H -0.4273 -2.1456 5.9118 0.122
H -0.8520 -2.0736 4.2023 0.040
H -1.0575 -5.3150 6.3776 0.135
H -0.1449 -4.0178 6.7001 0.137
H 0.8177 -3.7118 4.5153 0.039
H 0.0597 -5.0195 3.8669 0.090
H 2.1086 -5.1770 6.2043 0.094
H 2.4146 -5.4174 4.5181 0.088
H 1.3578 -6.6293 5.4186 0.069
C -4.9218 -1.8076 -8.9007 -0.081
C -4.5092 -0.5367 -9.6902 -0.232
C -3.5303 0.2721 -8.8932 -0.202
C -2.2318 -0.4638 -8.6716 -0.102
N -1.3301 0.0574 -7.5675 -0.225
C -0.9376 1.5004 -7.7968 -0.162
C -0.0066 1.3862 -8.9691 -0.125
C 0.7621 -0.0115 -8.7885 -0.117
C -0.0231 -0.6560 -7.7100 -0.151
C -1.8884 -0.0246 -6.1855 -0.134
C -1.9961 -1.4286 -5.6427 -0.242
C -2.3468 -1.3648 -4.2055 -0.105
H -5.2598 -1.6439 -7.8708 0.082
H -4.0785 -2.4770 -8.8195 0.054
H -5.7166 -2.2694 -9.4420 0.069
H -5.4049 0.0866 -9.9180 0.130
H -4.1454 -0.7211 -10.6882 0.113
H -3.9940 0.5927 -7.9403 0.121
H -3.3804 1.2253 -9.4207 0.123
H -1.6861 -0.4887 -9.5719 0.124
H -2.3320 -1.5081 -8.3877 0.116
H -0.3558 1.8243 -6.9319 -0.048
H -1.8379 2.1470 -7.8834 0.149
H 0.7539 2.1884 -8.8944 0.115
H -0.3906 1.4215 -9.9788 0.109
H 1.8118 0.1085 -8.4636 0.124
H 0.7373 -0.6299 -9.6895 0.119
H 0.5164 -0.5315 -6.7594 0.139
H -0.2351 -1.7439 -7.8715 0.152
H -2.9233 0.2323 -6.2822 0.121
H -1.1793 0.6450 -5.6300 0.055
H -0.9891 -1.8843 -5.6546 0.114
H -2.6806 -2.0188 -6.2138 0.112
H -2.5763 -2.3304 -3.7811 0.082
H -3.3138 -0.8901 -4.1724 0.078
H -1.7411 -0.7063 -3.6142 0.071
C 5.8774 7.7394 -8.5834 -0.108
C 4.6903 8.2922 -7.8771 -0.292
C 3.6225 7.2695 -7.5179 -0.171
C 2.3690 7.7310 -6.7101 -0.158
N 1.2550 6.8207 -6.4634 -0.203
C 0.2915 7.5653 -5.4921 -0.037
C -0.0755 6.4898 -4.4494 -0.146
C 1.2136 5.8055 -4.2212 -0.205
C 1.7353 5.6012 -5.6589 -0.103
C 0.7771 6.3453 -7.8032 -0.123
C -0.6704 5.8409 -7.8773 -0.216
C -1.1201 5.4542 -9.3213 -0.068
H 6.4829 8.5886 -8.9409 0.098
H 5.5232 7.1263 -9.4320 0.088
H 6.4399 7.1127 -7.8965 0.078
H 4.2704 9.0942 -8.4189 0.100
H 5.1217 8.7561 -6.9418 0.133
H 4.1087 6.4699 -6.9756 0.103
H 3.2885 6.8683 -8.5021 0.123
H 1.8873 8.6162 -7.1154 0.140
H 2.7493 8.1197 -5.7332 0.145
H -0.5197 7.9232 -6.0784 0.113
H 0.9091 8.4209 -5.0469 0.155
H -0.8131 5.8023 -4.9131 0.125
H -0.4598 6.9258 -3.5227 0.083
H 1.2132 4.7875 -3.7987 0.053
H 1.9381 6.3284 -3.6500 0.100
H 1.2941 4.7134 -6.0769 0.038
H 2.8005 5.3669 -5.7802 0.135
H 1.3877 5.5142 -8.1384 0.135
H 0.9209 7.1890 -8.4711 0.140
H -1.3547 6.5625 -7.4265 0.101
H -0.7799 4.9660 -7.2069 0.095
H -0.3907 4.7032 -9.6856 0.076
H -1.0294 6.2998 -9.9969 0.076
H -2.1847 5.1734 -9.3698 0.086
C -2.9331 3.7470 9.3808 -0.077
C -3.6730 3.9670 8.0500 -0.242
C -4.9495 4.8674 8.1085 -0.179
C -4.5924 6.2227 8.6857 -0.165
N -5.5820 7.3002 8.4874 -0.243
C -5.4729 7.7354 7.0768 -0.123
C -4.3030 8.7604 6.9572 -0.129
C -4.0555 9.2068 8.4046 -0.128
C -5.1261 8.5306 9.3195 -0.033
C -7.0554 6.7919 8.7391 -0.083
C -7.2728 6.1987 10.1375 -0.223
C -8.7912 5.8818 10.3613 -0.062
H -2.6748 4.7024 9.8209 0.066
H -2.0696 3.1548 9.1481 0.056
H -3.5718 3.2009 10.0839 0.090
H -4.1124 3.0258 7.6742 0.106
H -3.0425 4.2809 7.2207 0.101
H -5.7201 4.3598 8.6990 0.111
H -5.3897 4.9258 7.1216 0.107
H -3.6196 6.5414 8.3155 0.138
H -4.4142 6.1937 9.8033 0.149
H -6.4011 8.2596 6.8628 0.135
H -5.3166 7.0223 6.3146 0.118
H -4.6029 9.5877 6.2846 0.131
H -3.4459 8.2848 6.5503 0.094
H -4.1634 10.3010 8.3828 0.125
H -3.0550 8.9239 8.8058 0.128
H -6.1399 9.0041 9.4219 0.150
H -4.7192 8.1207 10.2625 0.136
H -7.2994 6.1375 7.8853 0.138
H -7.6613 7.7580 8.6193 0.155
H -6.9908 6.8874 10.9084 0.106
H -6.7527 5.2658 10.3572 0.102
H -9.2948 6.7911 10.0830 0.070
H -8.8612 5.7940 11.4379 0.081
H -9.1722 4.9741 9.8519 0.095
C -3.7968 4.8683 -0.1766 -0.098
C -4.5115 3.5585 0.2845 -0.227
C -3.6878 2.3595 0.0271 -0.190
C -2.4894 2.3262 1.0246 -0.149
N -1.3220 1.5787 0.5169 -0.217
C -0.2514 1.3805 1.5432 -0.135
C 1.1220 1.2549 0.8046 -0.120
C 0.7829 1.7940 -0.6049 -0.160
C -0.5783 2.3728 -0.5113 -0.131
C -1.6235 0.2069 -0.0360 -0.117
C -2.3443 -0.7660 0.8570 -0.230
C -2.2737 -2.2328 0.4259 -0.074
H -2.9444 5.1403 0.4354 0.014
H -4.4218 5.7202 0.0691 0.063
H -3.5289 4.9549 -1.2172 0.070
H -5.5115 3.4761 -0.1773 0.126
H -4.5702 3.6578 1.3725 0.118
H -3.2667 2.3206 -1.0178 0.126
H -4.2846 1.4715 0.1914 0.103
H -2.8559 1.7985 1.8825 0.130
H -2.1653 3.2886 1.3376 -0.025
H -0.4496 0.4467 2.0746 0.078
H -0.2316 2.2999 2.1505 0.049
H 1.3789 0.2048 0.8292 0.051
H 1.8269 1.9288 1.2982 0.104
H 0.8627 1.0707 -1.4531 0.126
H 1.5537 2.5493 -0.8857 0.098
H -1.1677 2.3253 -1.4292 0.127
H -0.5860 3.4577 -0.1717 0.101
H -0.6173 -0.0880 -0.3465 0.129
H -2.1533 0.3331 -0.9809 0.133
H -3.3749 -0.4455 0.8509 0.095
H -2.0052 -0.6645 1.9327 0.106
H -3.0812 -2.8373 0.8142 0.064
H -1.2952 -2.5269 0.8923 0.045
H -2.2776 -2.3290 -0.6507 0.067
Cl -0.6571 4.7843 2.1426 -0.093
Cl 0.2022 2.6111 -4.9836 -0.206
Cl 1.1355 -2.0714 2.4865 -0.164
```

E = -157092.13478 eV
total charge = +6
LUMO level = -7.94 eV
HOMO = -16.59 eV
Kohn-Sham gap = 0.3178 Ha
spin multiplicity = 1

Record 2
ORCA calculation (ωB97M-V/def2-TZVPD) on C3H6BrO2S as an isolated structure in a non-equilibrium geometry.

```
13
Properties=species:S:1:pos:R:3:nbo_charge:R:1
C -0.8302 -0.1833 -1.4866 -0.691
C -0.0412 0.0804 0.9908 -0.679
C -1.0767 -0.2191 -0.0019 -0.196
O -2.7263 1.9700 1.0297 -1.016
O -1.6066 2.5622 -1.0592 -1.021
S -2.4534 1.5611 -0.3300 1.516
Br -1.9398 -2.0134 0.3363 -0.148
H -0.2485 -1.0745 -1.8888 0.165
H -1.7769 -0.2344 -2.0319 0.211
H -0.2880 0.6405 -1.8941 0.238
H -0.0613 -0.3955 1.9639 0.227
H 0.0895 1.1670 1.0233 0.237
H 0.9405 -0.4410 0.5426 0.157
```

E = -88181.16674 eV
total charge = -1
relative energy (zero: lowest compared OMol25 entry of this formula, charge and spin) = 9.02 kcal/mol
LUMO level = 3.33 eV
HOMO = -3.16 eV
Kohn-Sham gap = 0.2386 Ha
spin multiplicity = 1

Q: The highest E belongs to which entry?
A: C3H6BrO2S